# 1
# C33H93N3O35P8

A 11-piece molecular cluster, C33H93N3O35P8 overall at a distorted geometry (ωB97M-V with the def2-TZVPD basis set, the Open Molecules 2025 dataset).

Results
**Charge**: 0

XYZ file:
```
172
Properties=species:S:1:pos:R:3:forces:R:3
C -3.9963 -2.4432 3.4258 -0.72 0.37 -0.59
C -4.7690 -3.1359 2.3072 -1.84 -3.04 1.27
O -5.0827 -4.3957 2.4035 0.90 3.89 -1.32
N -5.3450 -2.3321 1.3880 2.65 0.75 3.61
C -6.2424 -2.6747 0.4230 -0.85 -1.04 -2.58
H -4.4525 -2.7482 4.3676 0.28 -0.30 -0.06
H -4.2215 -1.3780 3.3721 0.56 0.14 -0.11
H -2.9244 -2.6404 3.4377 -0.14 0.03 0.03
H -5.0690 -1.3605 1.3859 0.22 0.00 0.31
H -7.0005 -3.4160 0.6756 -0.16 0.40 0.53
H -5.6490 -3.1757 -0.3418 -0.42 0.06 -0.92
H -6.6168 -1.7035 0.0995 -0.63 -0.53 -0.61
C -1.8998 -5.6139 2.9899 0.00 -0.17 -1.25
C -2.3483 -5.5287 4.3819 -3.91 0.29 0.63
O -1.6625 -5.8052 5.3171 2.35 -0.35 2.01
N -3.7053 -5.3013 4.5640 1.16 -0.71 0.22
C -4.4195 -5.2839 5.8630 0.16 0.93 -1.83
H -2.7109 -5.5008 2.2707 -0.06 0.13 0.07
H -1.5584 -6.6464 2.9152 0.48 0.16 -0.34
H -1.1118 -4.9005 2.7486 0.20 -0.26 0.16
H -4.2076 -5.0307 3.7307 -0.50 -0.04 -0.01
H -5.4478 -5.6005 5.6883 0.15 -0.77 0.07
H -4.5918 -4.2252 6.0565 0.45 0.15 0.98
H -3.8979 -5.8356 6.6451 -0.09 0.24 -0.19
C 2.2797 -4.0562 0.7686 1.02 1.70 1.30
C 2.0334 -5.0120 1.9319 2.13 2.48 -0.53
O 1.3083 -5.9054 1.7195 -3.29 -4.04 -0.36
N 2.6079 -4.8052 3.1308 1.43 0.50 1.85
C 2.3607 -5.5461 4.3652 -1.07 -2.07 -0.74
H 2.7981 -3.1781 1.1536 0.00 0.23 0.08
H 1.3288 -3.6506 0.4229 0.08 -0.57 -0.26
H 2.9456 -4.3996 -0.0230 -0.49 -0.65 -0.06
H 3.3232 -4.1084 3.2821 -0.41 0.40 -0.76
H 1.3168 -5.8505 4.4419 -0.61 1.24 0.39
H 2.8025 -5.1571 5.2825 -0.31 0.69 -0.41
H 2.6466 -6.5979 4.3703 1.29 -0.18 -0.63
C -4.5664 0.7693 -2.2008 -0.36 -1.54 1.21
O -3.7472 1.7062 -1.5152 0.37 1.40 1.62
P -4.0977 2.1064 0.0285 -2.31 0.89 0.65
O -4.3944 0.9967 1.0132 0.64 2.06 -2.38
O -3.0392 3.2276 0.5628 -2.19 -0.98 -3.45
C -1.8773 2.8995 1.2562 0.00 0.06 3.10
O -5.4382 3.1016 -0.2906 1.49 -2.66 1.62
C -5.3551 4.1123 -1.2552 0.78 1.10 0.30
H -5.4591 0.4903 -1.6412 -0.33 0.61 0.18
H -4.0024 -0.1573 -2.0940 0.09 -0.20 -1.13
H -4.8891 1.0835 -3.1934 0.66 0.10 0.06
H -2.1815 3.2683 2.2357 0.38 -0.57 0.79
H -1.0114 3.5495 1.1302 0.03 -0.37 -1.43
H -1.7270 1.8231 1.3394 0.53 0.21 -0.36
H -4.3006 4.3702 -1.3530 -0.01 0.17 -0.77
H -5.8176 5.0047 -0.8335 -0.24 -0.01 0.01
H -5.8589 3.8870 -2.1952 0.22 -0.34 0.00
C -0.1339 1.3253 3.8620 -0.44 -0.04 -0.14
O 0.0030 -0.0714 4.2766 -0.14 1.18 0.14
P -0.9969 -0.7078 5.3487 -1.28 -1.37 -1.57
O -2.3747 -0.1795 5.2159 1.13 -0.34 0.50
O -0.8628 -2.2815 5.0410 -0.85 1.04 1.05
C 0.3719 -2.9733 5.1798 1.53 0.26 -1.32
O -0.3178 -0.6575 6.7669 0.26 1.62 1.46
C -0.5734 0.5337 7.5999 -0.21 -0.22 -0.16
H 0.3592 2.0130 4.5491 0.62 -0.30 -0.08
H -1.1465 1.7265 3.8209 -0.48 -0.84 0.35
H 0.1893 1.4071 2.8243 0.60 -0.25 0.25
H 1.1057 -2.5157 5.8433 -0.37 0.41 0.29
H 0.7843 -2.8695 4.1762 0.55 -0.48 0.01
H 0.3522 -4.0294 5.4489 -1.14 0.19 -0.02
H -0.4514 1.4647 7.0463 -0.14 -0.16 -0.31
H 0.1078 0.6196 8.4464 0.28 -0.72 -0.26
H -1.5833 0.4768 8.0061 0.00 -0.03 -0.24
C -3.5697 -3.2239 -3.7078 -0.89 -0.33 0.64
O -2.2305 -2.7892 -3.5084 1.60 -1.46 -0.85
P -1.0586 -3.8814 -3.9131 0.82 -0.58 -0.50
O -1.3740 -4.8635 -5.0149 0.22 2.17 2.05
O 0.2604 -2.9534 -4.1214 -1.30 0.32 -1.23
C 0.2305 -1.9344 -5.1906 0.24 0.17 0.51
O -0.6532 -4.5163 -2.5009 -1.43 0.95 -0.64
C 0.6102 -5.0932 -2.2207 0.21 -0.37 -0.09
H -4.1852 -2.6232 -3.0381 -0.02 0.22 -0.19
H -3.7144 -4.2500 -3.3698 0.15 -0.13 -0.13
H -3.9330 -3.1489 -4.7327 0.34 0.17 -0.04
H 0.1441 -0.9663 -4.6972 -0.20 -0.02 -0.04
H -0.5690 -2.0389 -5.9241 -0.15 -0.33 0.30
H 1.1643 -1.8993 -5.7517 0.10 -0.52 0.28
H 0.8015 -5.8473 -2.9841 0.33 -0.11 0.17
H 0.5305 -5.5380 -1.2287 0.04 -0.09 -0.13
H 1.3927 -4.3347 -2.2005 -0.06 0.02 -0.13
C 2.1509 3.3888 -8.4124 0.08 -1.25 -1.16
O 1.6554 3.2356 -7.1138 -1.94 -0.32 1.91
P 0.2524 2.4080 -6.7985 0.69 1.72 -0.29
O 0.2523 1.0461 -7.3294 -0.39 0.50 -0.15
O 0.1180 2.5140 -5.1903 1.83 -0.03 -0.62
C 1.4225 2.3403 -4.4722 -0.20 0.02 0.40
O -0.9086 3.4396 -7.3660 2.00 -2.44 0.72
C -1.0926 4.6546 -6.7035 -0.85 1.66 0.66
H 3.2373 3.4558 -8.3558 -0.14 0.38 0.01
H 1.6889 4.1871 -8.9933 0.09 0.37 0.40
H 1.9285 2.4718 -8.9579 0.13 -0.12 -0.26
H 1.9846 3.2738 -4.4480 -0.31 0.08 -0.18
H 2.0961 1.5767 -4.8610 -0.43 -0.05 -0.59
H 1.2362 2.0252 -3.4455 -0.51 0.19 -0.12
H -2.1159 4.6328 -6.3289 -0.12 0.43 -0.23
H -0.8977 5.5035 -7.3589 -0.44 -0.19 -0.48
H -0.4975 4.9389 -5.8357 0.57 -1.01 0.09
C 3.5211 0.8399 2.3242 -1.31 -1.81 0.03
O 4.6322 0.2658 3.0586 0.41 0.78 -0.34
P 4.8559 -1.3110 3.1469 -2.27 0.49 0.97
O 3.6095 -2.1218 3.0206 1.33 0.89 0.29
O 5.9266 -1.6395 2.0865 2.57 -0.67 0.64
C 5.5235 -2.0247 0.8105 -1.44 0.88 -1.83
O 5.6389 -1.4165 4.5253 0.28 0.64 -2.17
C 4.9051 -1.5162 5.6861 -0.73 -1.80 3.21
H 3.2545 0.1152 1.5549 -0.36 0.03 -0.04
H 3.5771 1.7868 1.7871 1.25 0.18 0.65
H 2.6999 0.8599 3.0406 -0.14 0.24 -0.26
H 6.2470 -2.0296 -0.0047 1.07 -0.40 0.91
H 4.9559 -1.1585 0.4704 -0.97 -0.43 -0.44
H 4.9608 -2.9582 0.8009 -0.02 0.22 0.10
H 3.8181 -1.5966 5.7003 -0.14 0.35 -1.21
H 5.1173 -0.8263 6.5029 0.58 0.72 -0.68
H 5.1945 -2.4755 6.1152 0.04 -0.20 0.19
C -1.2548 0.1645 -2.3370 0.70 -1.11 -0.04
O -1.4195 -0.6212 -1.1365 0.16 0.10 1.17
P -0.1998 -0.9355 -0.0984 -1.10 3.10 0.78
O 0.2592 0.3422 0.6176 -0.30 -3.14 -1.83
O 0.8131 -1.7702 -1.0064 -0.32 0.44 0.32
C 1.7975 -1.0383 -1.7253 1.74 -0.07 0.11
O -0.8312 -1.9842 0.8999 0.12 0.79 -1.39
C -1.6683 -3.0443 0.3932 -0.47 -1.13 1.55
H -0.2101 0.4688 -2.4014 -0.19 0.40 -0.18
H -1.9424 1.0075 -2.4051 0.27 -0.19 0.42
H -1.4550 -0.5592 -3.1271 0.00 0.33 -0.28
H 2.1969 -0.2538 -1.0826 -0.24 0.37 -0.27
H 1.5315 -0.6822 -2.7205 -0.60 0.07 0.27
H 2.6548 -1.6864 -1.9069 -0.15 -0.37 0.11
H -2.4297 -3.1755 1.1621 -0.08 0.15 -0.02
H -1.0806 -3.9583 0.4781 0.02 -0.04 -0.69
H -2.2095 -2.9156 -0.5442 0.77 0.41 -0.17
C 3.9261 3.9267 -0.7710 -0.71 0.23 0.26
O 4.8328 2.8003 -0.6388 0.12 0.17 -0.69
P 5.1162 1.8458 -1.9069 0.75 0.49 -1.38
O 3.9909 1.4182 -2.7837 1.13 0.22 1.68
O 5.9658 0.6343 -1.2213 -2.78 1.17 -1.41
C 7.0226 0.8962 -0.3683 2.00 0.99 0.53
O 6.1912 2.6892 -2.8439 -2.71 -3.28 1.20
C 6.7003 3.9507 -2.6421 0.91 0.62 -0.35
H 3.6284 4.2971 0.2100 -0.19 -0.92 0.28
H 3.0669 3.5987 -1.3560 -0.06 0.21 0.16
H 4.3051 4.8722 -1.1591 0.82 -0.53 -0.77
H 6.8636 1.5789 0.4664 -1.00 -0.45 0.37
H 7.7643 1.4873 -0.9055 0.58 -0.52 -0.36
H 7.4152 -0.0635 -0.0324 0.10 0.28 0.01
H 7.3818 3.9392 -3.4927 0.78 1.01 0.57
H 7.1384 3.9960 -1.6451 0.42 0.49 -0.19
H 6.0086 4.7777 -2.8026 -0.35 -0.15 0.14
C -3.0725 6.8059 0.3174 -3.24 0.20 0.57
O -1.7122 6.6199 0.4410 2.31 0.29 -1.67
P -0.8215 6.7291 -0.8919 -0.16 1.60 -1.50
O 0.6071 6.3889 -0.7244 -1.19 0.42 0.09
O -1.6000 5.8532 -2.0015 0.90 -0.30 -0.29
C -0.8770 4.7503 -2.6357 -0.18 -0.78 1.12
O -1.2036 8.2478 -1.5155 -0.34 -2.26 2.58
C -0.4563 8.9252 -2.4783 0.78 -0.27 -0.95
H -3.4323 7.6510 0.9044 0.44 0.12 0.26
H -3.6002 5.9310 0.6970 0.20 -0.17 0.11
H -3.5177 6.9870 -0.6610 0.80 -0.10 -0.46
H -0.0841 4.4490 -1.9512 0.10 -0.07 -0.19
H -0.4414 4.9023 -3.6232 -0.26 0.85 0.10
H -1.5682 3.9114 -2.7173 -0.16 0.15 0.01
H 0.2116 9.6644 -2.0361 -0.09 -0.01 0.10
H -1.1277 9.4013 -3.1930 -0.15 0.11 0.24
H 0.1403 8.2188 -3.0555 0.25 0.02 -0.07
```
Positions in Å, forces in eV/Å.

---

# 2
# C16H16N4O4S

C16H16N4O4S as an isolated structure at a distorted geometry (ωB97M-V with the def2-TZVPD basis set, the Open Molecules 2025 dataset).

Results
**Relative energy (zero: lowest compared OMol25 entry of this formula, charge and spin)**: 294.6 kcal per mole
**Charge**: 0

XYZ file:
```
41
Properties=species:S:1:pos:R:3:forces:R:3
C 4.8532 3.1335 -4.6041 1.30 -1.91 -2.55
C 4.9393 3.8003 -3.3038 4.31 1.26 1.63
O 3.8533 3.7767 -2.4435 1.92 6.34 -3.58
C 3.4697 2.6788 -1.9445 0.77 -6.16 1.23
C 2.2261 1.9610 -2.8509 4.23 1.98 4.90
C 1.9795 0.8662 -1.9943 -3.72 3.61 3.10
N 2.2860 -0.1981 -2.3521 3.81 -13.27 -5.09
N 1.9155 -1.4875 -1.6108 0.42 3.77 0.10
C 1.3240 -1.0106 -0.5667 -0.80 0.43 0.88
N 0.7175 -1.7657 0.4824 4.03 -6.00 -4.06
C 0.2899 -1.3452 1.6601 -4.17 0.18 -2.27
O 0.0783 -0.1819 1.6846 -0.03 4.19 2.49
C -0.5643 -2.3441 2.3768 9.03 2.46 6.84
N -1.8073 -2.2444 2.6833 -6.91 -0.37 -2.80
C -2.6622 -2.3008 1.3656 -6.36 3.00 11.79
O -2.1949 -2.2627 0.3744 4.33 -0.78 -9.31
C -4.1561 -1.8525 1.9180 12.79 -1.22 6.19
C -5.2208 -1.7627 1.2699 -5.77 -1.44 -1.41
C -6.3763 -1.7540 2.0772 -3.62 4.86 -1.44
C -6.2532 -1.3761 3.4675 -6.63 -1.84 -5.05
C -5.0850 -1.5960 3.9858 6.81 -0.07 6.59
C -3.8085 -1.6879 3.4269 -7.06 -0.88 -5.73
C -2.4761 -1.9711 3.8657 1.80 1.36 0.70
O -1.9788 -1.7694 4.9733 -0.68 -0.86 -1.75
H -4.9613 -1.6968 5.0739 -0.74 0.48 0.07
H -7.2706 -1.3038 3.9793 1.99 0.09 -0.17
H -7.4492 -1.4362 1.4051 3.02 -1.58 2.47
H -5.1708 -2.1107 0.2786 -0.55 0.11 -1.43
H -0.0979 -3.2169 2.2222 0.77 -4.10 -0.80
H -0.0831 -2.0919 3.5869 -0.68 -0.90 -2.85
H 0.8942 -2.8569 0.3299 -0.55 3.24 0.39
S 1.1246 0.7198 -0.5310 -1.37 1.44 2.53
H 1.5360 2.6659 -2.6676 -2.72 2.71 -0.47
H 2.6018 1.7845 -3.7780 0.47 -0.77 -2.56
H 3.1770 3.0174 -0.9805 -1.31 -0.96 1.30
H 4.4982 1.9288 -1.7024 -2.96 1.36 -0.90
H 5.2482 4.7657 -3.6907 -1.05 1.23 1.06
H 5.9361 3.6292 -2.6307 -2.07 -0.64 -1.53
H 4.8268 2.0202 -4.4801 -0.46 0.77 -0.52
H 5.9364 3.3004 -5.2475 -3.36 -0.09 1.71
H 3.9046 3.5756 -5.1083 1.81 -1.04 0.28
```
Positions in Å, forces in eV/Å.

---

| no. | LUMO level (eV) | gap between HOMO and LUMO (eV) |
| --- | --- | --- |
| 1 | 0.08 | 8.109 |
| 2 | -1.08 | 7.849 |